Below is a 2-piece molecular cluster, C5H8O overall, with properties calculated with wB97M-V/def2-TZVPD.

Positions of all 14 atoms, in Å:
1 C -1.891 -0.099 0.318
2 C -0.644 -0.439 0.025
3 C 0.570 -0.845 0.799
4 C 1.676 -0.236 -0.088
5 C 1.053 0.200 -1.401
6 O -0.211 -0.157 -1.308
7 H -1.171 2.180 -0.735
8 H -2.248 0.029 1.335
9 H -2.534 0.213 -0.500
10 H 0.559 -0.483 1.831
11 H 0.651 -1.938 0.845
12 H 2.357 0.458 0.418
13 H 2.311 -1.003 -0.544
14 H -0.477 2.121 -0.995

energy	-270.3921	Ha
frontier orbital gap	9.804	eV
F_max	0.7	eV Å⁻¹
charge	0
ΔE to the lowest compared entry with this formula, charge and spin	104.05	kcal per mole
HOMO	-8.83	eV

Löwdin population analysis, charges in e, atoms 1 to 8: atom 1 (C): 0.060, atom 2 (C): -0.346, atom 3 (C): -0.118, atom 4 (C): -0.193, atom 5 (C): -0.028, atom 6 (O): -0.112, atom 7 (H): 0.068, atom 8 (H): 0.074

Below is C46H40Br2Cl3N10O6S3Ti as an isolated structure at a distorted geometry, with properties calculated with wB97M-V/def2-TZVPD.

Positions of all 111 atoms, in Å:
1 Ti -0.854 0.752 0.650
2 C -4.621 -0.891 0.062
3 C -4.134 0.231 -0.780
4 N -3.060 0.934 -0.589
5 C -2.945 1.946 -1.499
6 C -3.932 1.981 -2.437
7 S -5.069 0.732 -2.162
8 C -1.865 2.912 -1.380
9 C -1.851 4.116 -2.011
10 S -0.412 4.965 -1.654
11 C 0.101 3.636 -0.659
12 N -0.760 2.647 -0.600
13 C 1.455 3.718 -0.053
14 H -4.337 -0.724 1.098
15 H -4.193 -1.838 -0.272
16 H -5.705 -0.964 -0.022
17 H -4.048 2.664 -3.267
18 H -2.621 4.549 -2.637
19 H 2.190 3.886 -0.842
20 H 1.722 2.811 0.468
21 H 1.511 4.558 0.636
22 C -0.767 -0.135 -2.991
23 C -1.079 -1.227 -2.013
24 C -1.249 -2.534 -2.510
25 C -1.561 -3.571 -1.676
26 C -1.740 -3.311 -0.301
27 C -2.124 -4.267 0.671
28 Br -2.402 -6.082 0.157
29 C -2.363 -3.920 1.978
30 C -2.241 -2.583 2.354
31 Br -2.702 -2.008 4.095
32 C -1.867 -1.593 1.464
33 O -1.868 -0.341 1.799
34 C -1.560 -1.972 0.120
35 N -1.216 -0.954 -0.724
36 H -1.524 -0.099 -3.774
37 H 0.200 -0.318 -3.465
38 H -0.721 0.822 -2.495
39 H -1.142 -2.709 -3.576
40 H -1.687 -4.577 -2.064
41 H -2.664 -4.661 2.705
42 O 2.995 5.219 4.194
43 C 2.917 4.102 4.720
44 O 3.524 3.553 5.634
45 C 1.827 3.237 3.965
46 C 0.759 3.898 3.354
47 C -0.060 3.237 2.469
48 N 0.121 1.949 2.134
49 C 1.152 1.308 2.712
50 C 2.008 1.899 3.626
51 C 1.365 -0.073 2.161
52 O 2.286 -0.792 2.479
53 O 0.495 -0.366 1.253
54 H 0.626 4.955 3.547
55 H -0.865 3.761 1.980
56 H 2.837 1.332 4.041
57 Cl 2.749 -1.816 -8.233
58 C 2.992 -2.099 -6.550
59 C 1.901 -2.247 -5.707
60 C 2.122 -2.439 -4.353
61 C 3.403 -2.484 -3.819
62 C 3.606 -2.653 -2.329
63 C 4.224 -1.375 -1.713
64 N 3.226 -0.340 -1.644
65 C 3.032 0.713 -2.497
66 C 1.901 1.335 -2.064
67 N 1.391 0.686 -0.971
68 C 2.217 -0.317 -0.757
69 O 4.436 -3.757 -2.037
70 C 3.806 -4.802 -1.322
71 C 2.660 -5.440 -2.059
72 C 2.680 -5.812 -3.370
73 Cl 3.975 -5.626 -4.472
74 S 1.200 -6.546 -3.880
75 C 0.547 -6.368 -2.299
76 C 1.413 -5.761 -1.452
77 C 4.477 -2.380 -4.698
78 Cl 6.101 -2.511 -4.128
79 C 4.283 -2.183 -6.058
80 H 0.898 -2.206 -6.115
81 H 1.274 -2.565 -3.686
82 H 2.623 -2.789 -1.870
83 H 5.063 -1.022 -2.305
84 H 4.575 -1.604 -0.708
85 H 3.705 0.925 -3.318
86 H 1.420 2.205 -2.493
87 H 2.140 -1.054 0.029
88 H 3.457 -4.442 -0.347
89 H 4.596 -5.528 -1.150
90 H -0.445 -6.741 -2.079
91 H 1.189 -5.550 -0.408
92 H 5.131 -2.099 -6.723
93 C -1.472 2.811 5.889
94 C -2.671 3.744 5.734
95 C -2.273 5.056 5.069
96 C -3.825 3.074 4.971
97 N -3.472 2.816 3.589
98 C -2.766 1.813 3.079
99 N -2.594 2.044 1.795
100 N -3.213 3.199 1.539
101 N -3.738 3.672 2.602
102 H -0.684 3.307 6.459
103 H -1.042 2.537 4.920
104 H -1.748 1.895 6.429
105 H -3.063 3.963 6.735
106 H -1.972 4.897 4.030
107 H -1.422 5.505 5.591
108 H -3.097 5.771 5.078
109 H -4.696 3.720 4.953
110 H -4.087 2.118 5.424
111 H -2.410 0.955 3.629

energy	-11348.7537	Ha
2S+1	2
frontier orbital gap (alpha / beta)	6.820 / 6.825	eV
F_max	3.2	eV Å⁻¹
charge	0
ΔE to the lowest compared entry with this formula, charge and spin	0.00	kcal per mole
HOMO (alpha / beta)	-7.55 / -7.54	eV

Löwdin population analysis, charges in e, atoms 1 to 8: atom 1 (Ti): 1.022, atom 2 (C): -0.043, atom 3 (C): -0.583, atom 4 (N): 0.040, atom 5 (C): -0.354, atom 6 (C): -0.337, atom 7 (S): 1.093, atom 8 (C): -0.347

Below is a 8-piece molecular cluster, C37H52O24 overall at a distorted geometry, with properties calculated with wB97M-V/def2-TZVPD.

Positions of all 113 atoms, in Å:
1 O 2.195 -1.195 2.132
2 C 1.646 -0.987 1.080
3 C 2.297 -0.142 0.053
4 C 1.548 0.436 -0.854
5 C 0.090 0.215 -0.849
6 O -0.633 1.016 -1.390
7 C -0.418 -1.017 -0.205
8 C -1.724 -1.628 -0.614
9 C -2.932 -1.264 0.252
10 C -3.398 0.190 0.195
11 O -3.997 0.539 1.463
12 C 0.349 -1.570 0.717
13 H 3.363 -0.002 0.044
14 H 1.965 1.063 -1.615
15 H -1.891 -1.393 -1.659
16 H -1.587 -2.696 -0.519
17 H -3.759 -1.854 -0.135
18 H -2.813 -1.578 1.273
19 H -2.591 0.877 -0.012
20 H -4.194 0.312 -0.526
21 H -3.322 1.012 1.967
22 H 0.050 -2.474 1.212
23 C -6.521 -1.364 4.881
24 C -5.080 -1.673 5.190
25 C -4.279 -0.496 5.694
26 O -2.953 -0.817 5.248
27 C -3.072 -1.608 4.157
28 O -2.176 -1.894 3.430
29 O -4.349 -2.022 3.998
30 H -6.594 -0.644 4.064
31 H -7.044 -2.265 4.557
32 H -7.028 -0.966 5.755
33 H -5.014 -2.517 5.882
34 H -4.305 -0.396 6.776
35 H -4.580 0.449 5.237
36 C 4.447 -4.678 2.104
37 C 5.320 -3.888 1.162
38 C 4.583 -3.259 0.006
39 O 5.591 -3.210 -1.016
40 C 6.480 -4.208 -0.754
41 O 7.328 -4.560 -1.503
42 O 6.256 -4.739 0.471
43 H 4.004 -5.533 1.591
44 H 5.037 -5.072 2.931
45 H 3.653 -4.051 2.510
46 H 5.893 -3.140 1.717
47 H 4.218 -2.261 0.237
48 H 3.753 -3.870 -0.357
49 C 2.249 3.573 3.629
50 C 0.979 3.617 2.821
51 C -0.024 4.647 3.282
52 O -1.272 4.049 2.898
53 C -1.089 2.713 2.868
54 O -1.968 1.916 2.778
55 O 0.217 2.399 2.970
56 H 2.037 3.280 4.659
57 H 2.937 2.837 3.222
58 H 2.743 4.543 3.626
59 H 1.208 3.739 1.759
60 H 0.103 5.612 2.800
61 H -0.025 4.784 4.365
62 C -3.193 3.812 -2.288
63 C -3.214 3.748 -3.793
64 C -1.873 3.457 -4.424
65 O -1.987 4.110 -5.696
66 C -2.882 5.122 -5.559
67 O -3.067 5.971 -6.366
68 O -3.529 5.029 -4.371
69 H -2.569 4.638 -1.945
70 H -4.195 3.987 -1.896
71 H -2.814 2.880 -1.869
72 H -3.970 3.034 -4.131
73 H -1.686 2.394 -4.555
74 H -1.041 3.903 -3.875
75 C 7.355 0.756 -4.266
76 C 7.049 0.924 -2.800
77 C 5.991 -0.009 -2.265
78 O 5.416 0.759 -1.192
79 C 5.606 2.072 -1.490
80 O 5.087 2.969 -0.910
81 O 6.451 2.211 -2.532
82 H 6.483 0.997 -4.874
83 H 8.150 1.435 -4.571
84 H 7.671 -0.263 -4.485
85 H 7.968 0.852 -2.213
86 H 6.398 -0.945 -1.895
87 H 5.204 -0.226 -2.993
88 C 5.911 0.574 -9.006
89 C 6.706 1.720 -8.431
90 C 7.583 2.440 -9.429
91 O 8.653 2.918 -8.604
92 C 8.749 2.089 -7.537
93 O 9.643 2.090 -6.758
94 O 7.681 1.251 -7.480
95 H 6.576 -0.210 -9.370
96 H 5.278 0.126 -8.241
97 H 5.278 0.914 -9.824
98 H 6.042 2.418 -7.914
99 H 7.079 3.269 -9.919
100 H 7.998 1.773 -10.188
101 C -11.622 -4.294 5.332
102 C -10.210 -4.120 5.831
103 C -9.947 -4.700 7.202
104 O -8.901 -3.852 7.695
105 C -9.018 -2.654 7.072
106 O -8.427 -1.673 7.381
107 O -9.900 -2.731 6.047
108 H -12.324 -3.757 5.971
109 H -11.726 -3.885 4.328
110 H -11.897 -5.348 5.307
111 H -9.499 -4.511 5.097
112 H -9.618 -5.735 7.171
113 H -10.807 -4.616 7.870

energy	-3246.9349	Ha
frontier orbital gap	8.280	eV
F_max	1.6	eV Å⁻¹
charge	0
HOMO	-9.41	eV

Löwdin population analysis, charges in e, atoms 1 to 8: atom 1 (O): 0.110, atom 2 (C): -0.389, atom 3 (C): 0.014, atom 4 (C): 0.027, atom 5 (C): -0.338, atom 6 (O): 0.104, atom 7 (C): -0.132, atom 8 (C): -0.124

Below is C6H9N as an isolated structure, with properties calculated with wB97M-V/def2-TZVPD.

Positions of all 16 atoms, in Å:
1 C 2.287 0.457 -0.221
2 C 1.423 -0.756 -0.062
3 C 1.317 -1.986 0.290
4 C -0.069 -0.850 -0.652
5 N -1.120 -0.583 0.304
6 C -2.218 0.227 -0.194
7 C -1.227 0.784 0.761
8 H 2.362 0.740 -1.279
9 H 3.304 0.256 0.130
10 H 1.903 1.319 0.333
11 H 0.026 -0.077 -1.431
12 H -0.324 -1.777 -1.175
13 H -3.213 -0.063 0.135
14 H -2.170 0.577 -1.226
15 H -0.509 1.505 0.371
16 H -1.469 0.911 1.812

energy	-288.5809	Ha
frontier orbital gap	10.382	eV
F_max	0.7	eV Å⁻¹
charge	0
ΔE to the lowest compared entry with this formula, charge and spin	126.24	kcal per mole
HOMO	-9.52	eV

Löwdin population analysis, charges in e, atoms 1 to 8: atom 1 (C): -0.064, atom 2 (C): -0.385, atom 3 (C): 0.195, atom 4 (C): -0.239, atom 5 (N): -0.109, atom 6 (C): -0.137, atom 7 (C): -0.141, atom 8 (H): 0.082

Below is a 2-piece molecular cluster, C20H26N2O4 overall at a distorted geometry, with properties calculated with wB97M-V/def2-TZVPD.

Positions of all 52 atoms, in Å:
1 O 3.057 -0.222 0.102
2 O 3.600 2.781 0.581
3 O 2.690 -3.268 -0.068
4 O -2.623 -2.994 1.450
5 C 2.876 0.210 -1.028
6 C 2.500 3.182 0.219
7 C -5.274 -1.268 -1.310
8 C -3.909 -1.266 -1.604
9 C -5.730 -1.840 -0.119
10 C -3.001 -1.835 -0.704
11 C -4.816 -2.406 0.778
12 C 0.486 -4.231 -0.101
13 C 0.967 -2.281 1.239
14 C -0.860 -4.161 0.286
15 C -0.373 -2.208 1.624
16 C -3.444 -2.418 0.503
17 C 1.395 -3.273 0.357
18 C -1.299 -3.128 1.128
19 N 2.140 4.466 0.361
20 N 2.086 1.241 -1.348
21 C 3.536 -0.491 -2.192
22 C 2.986 5.497 0.960
23 C -0.200 2.670 1.458
24 C -0.628 0.849 -0.154
25 C 0.485 1.616 0.574
26 C 1.474 2.243 -0.441
27 H 3.089 -2.406 0.168
28 H -5.981 -0.824 -2.004
29 H -3.551 -0.824 -2.529
30 H -6.791 -1.845 0.110
31 H -1.947 -1.816 -0.959
32 H -5.168 -2.849 1.704
33 H 0.832 -5.009 -0.773
34 H 1.669 -1.552 1.628
35 H -1.577 -4.887 -0.083
36 H -0.708 -1.422 2.295
37 H 1.218 4.734 0.058
38 H 2.007 1.430 -2.333
39 H 4.199 -1.266 -1.809
40 H 4.120 0.228 -2.764
41 H 2.773 -0.945 -2.820
42 H 2.389 6.371 1.224
43 H 3.766 5.790 0.255
44 H 3.463 5.106 1.862
45 H 0.529 3.131 2.124
46 H -0.956 2.191 2.082
47 H -0.680 3.430 0.842
48 H -0.201 0.017 -0.714
49 H -1.332 0.438 0.570
50 H -1.163 1.509 -0.836
51 H 1.013 0.926 1.229
52 H 0.867 2.882 -1.080

energy	-1188.2126	Ha
frontier orbital gap	8.547	eV
F_max	1.9	eV Å⁻¹
charge	0
ΔE to the lowest compared entry with this formula, charge and spin	31.44	kcal per mole
HOMO	-8.18	eV

Löwdin population analysis, charges in e, atoms 1 to 8: atom 1 (O): 0.037, atom 2 (O): 0.077, atom 3 (O): 0.036, atom 4 (O): 0.018, atom 5 (C): -0.527, atom 6 (C): -0.460, atom 7 (C): -0.108, atom 8 (C): -0.084

Below is a 16-piece molecular cluster, C26H89O31P5 overall at a distorted geometry, with properties calculated with wB97M-V/def2-TZVPD.

Positions of all 151 atoms, in Å:
1 C 1.737 1.429 5.663
2 O 1.360 0.072 5.956
3 H 0.990 2.112 6.070
4 H 2.705 1.675 6.102
5 H 1.821 1.630 4.594
6 H 1.986 -0.223 6.624
7 C 0.143 -2.999 5.806
8 O 0.438 -3.095 4.434
9 H -0.495 -3.824 6.130
10 H 1.046 -3.124 6.415
11 H -0.404 -2.086 6.049
12 H 1.187 -2.529 4.220
13 C 1.120 4.510 -2.841
14 O 0.857 4.112 -1.512
15 H 0.284 5.120 -3.206
16 H 2.039 5.087 -2.958
17 H 1.185 3.631 -3.493
18 H 0.355 3.280 -1.557
19 C 0.809 3.827 2.030
20 O -0.430 4.490 2.165
21 H 1.068 3.243 2.927
22 H 0.797 3.111 1.209
23 H 1.617 4.547 1.904
24 H -1.100 3.983 1.698
25 C 2.176 -4.278 1.230
26 O 1.488 -3.831 0.072
27 H 2.107 -3.516 2.008
28 H 1.746 -5.200 1.630
29 H 3.254 -4.443 1.114
30 H 1.324 -4.618 -0.456
31 C -3.389 2.766 -2.188
32 O -3.887 2.128 -1.017
33 H -2.300 2.784 -2.093
34 H -3.570 2.083 -3.024
35 H -3.881 3.699 -2.465
36 H -3.382 2.432 -0.255
37 C 4.189 -1.869 4.632
38 O 3.059 -1.436 3.892
39 H 4.376 -2.932 4.470
40 H 5.069 -1.334 4.267
41 H 4.058 -1.757 5.711
42 H 2.595 -0.741 4.376
43 C 4.454 -1.696 0.143
44 O 5.068 -1.822 1.416
45 H 5.222 -1.714 -0.632
46 H 3.767 -2.516 -0.068
47 H 3.982 -0.712 0.105
48 H 4.530 -1.472 2.131
49 C -5.728 -1.496 0.280
50 O -6.297 -2.481 -0.524
51 H -6.385 -1.223 1.106
52 H -4.715 -1.684 0.671
53 H -5.546 -0.534 -0.235
54 H -5.905 -2.439 -1.411
55 C -3.373 2.967 2.330
56 O -2.480 2.209 1.518
57 H -3.381 3.996 1.981
58 H -4.385 2.564 2.198
59 H -3.114 2.915 3.389
60 H -2.482 1.297 1.840
61 C 2.012 -2.207 -5.652
62 O 0.639 -1.827 -5.661
63 H 2.112 -3.124 -5.062
64 H 2.468 -2.348 -6.627
65 H 2.569 -1.495 -5.032
66 H 0.417 -1.499 -6.536
67 C 1.106 2.801 -6.446
68 O -0.259 2.714 -6.862
69 P -1.454 2.437 -5.879
70 O -2.736 2.114 -6.501
71 O -1.531 3.738 -4.942
72 C -1.876 4.957 -5.552
73 O -0.875 1.367 -4.846
74 C -1.621 0.200 -4.527
75 H 1.321 2.033 -5.699
76 H 1.328 3.774 -6.017
77 H 1.705 2.538 -7.314
78 H -2.103 4.907 -6.619
79 H -1.116 5.727 -5.391
80 H -2.768 5.408 -5.102
81 H -2.460 0.445 -3.878
82 H -0.941 -0.509 -4.056
83 H -2.050 -0.360 -5.364
84 C -0.797 -3.295 -2.964
85 O -2.104 -2.724 -2.991
86 P -3.388 -3.574 -2.632
87 O -4.676 -2.886 -2.781
88 O -3.286 -4.875 -3.546
89 C -3.593 -4.767 -4.923
90 O -3.070 -4.135 -1.197
91 C -4.049 -4.921 -0.485
92 H -0.164 -2.684 -3.602
93 H -0.809 -4.287 -3.428
94 H -0.419 -3.364 -1.946
95 H -4.671 -4.851 -5.084
96 H -3.192 -5.607 -5.495
97 H -3.208 -3.855 -5.380
98 H -3.713 -5.958 -0.484
99 H -5.019 -4.835 -0.967
100 H -4.086 -4.550 0.535
101 C -5.577 -0.094 3.960
102 O -4.918 -1.369 3.864
103 P -3.373 -1.414 3.508
104 O -2.979 -0.480 2.443
105 O -2.649 -1.093 4.894
106 C -2.084 0.159 5.235
107 O -3.059 -2.932 3.272
108 C -3.055 -3.866 4.343
109 H -6.371 -0.124 3.214
110 H -4.931 0.738 3.686
111 H -5.988 0.017 4.958
112 H -1.058 0.037 5.582
113 H -2.637 0.625 6.055
114 H -2.108 0.843 4.385
115 H -2.044 -4.192 4.573
116 H -3.651 -4.739 4.070
117 H -3.520 -3.516 5.266
118 C 0.679 -0.311 1.848
119 O 0.427 0.760 0.940
120 P 0.143 0.419 -0.580
121 O -0.222 1.618 -1.342
122 O 1.543 -0.194 -1.025
123 C 1.770 -0.444 -2.413
124 O -0.888 -0.766 -0.527
125 C -2.298 -0.577 -0.802
126 H 1.224 -1.113 1.337
127 H -0.184 -0.713 2.371
128 H 1.451 0.029 2.543
129 H 1.169 0.236 -3.022
130 H 1.503 -1.468 -2.670
131 H 2.827 -0.270 -2.602
132 H -2.825 -1.479 -0.518
133 H -2.389 -0.381 -1.869
134 H -2.678 0.295 -0.278
135 C 3.947 3.154 -0.765
136 O 5.348 3.367 -0.601
137 P 6.061 3.049 0.788
138 O 5.397 3.567 1.985
139 O 6.229 1.464 0.728
140 C 7.154 0.772 1.570
141 O 7.553 3.538 0.532
142 C 7.768 4.946 0.575
143 H 3.669 2.137 -1.044
144 H 3.544 3.857 -1.488
145 H 3.434 3.373 0.176
146 H 6.548 0.190 2.263
147 H 7.708 1.462 2.213
148 H 7.844 0.175 0.985
149 H 7.000 5.492 0.024
150 H 8.736 5.170 0.131
151 H 7.793 5.347 1.590

energy	-5083.5317	Ha
frontier orbital gap	9.441	eV
F_max	1.9	eV Å⁻¹
charge	0
ΔE to the lowest compared entry with this formula, charge and spin	0.00	kcal per mole
HOMO	-9.26	eV

Löwdin population analysis, charges in e, atoms 1 to 8: atom 1 (C): -0.116, atom 2 (O): -0.145, atom 3 (H): 0.084, atom 4 (H): 0.089, atom 5 (H): 0.063, atom 6 (H): 0.080, atom 7 (C): -0.171, atom 8 (O): -0.112

Copy entry 4 word for word.
Below is C6H9N as an isolated structure, with properties calculated with wB97M-V/def2-TZVPD.

Positions of all 16 atoms, in Å:
1 C 2.287 0.457 -0.221
2 C 1.423 -0.756 -0.062
3 C 1.317 -1.986 0.290
4 C -0.069 -0.850 -0.652
5 N -1.120 -0.583 0.304
6 C -2.218 0.227 -0.194
7 C -1.227 0.784 0.761
8 H 2.362 0.740 -1.279
9 H 3.304 0.256 0.130
10 H 1.903 1.319 0.333
11 H 0.026 -0.077 -1.431
12 H -0.324 -1.777 -1.175
13 H -3.213 -0.063 0.135
14 H -2.170 0.577 -1.226
15 H -0.509 1.505 0.371
16 H -1.469 0.911 1.812

energy	-288.5809	Ha
frontier orbital gap	10.382	eV
F_max	0.7	eV Å⁻¹
charge	0
ΔE to the lowest compared entry with this formula, charge and spin	126.24	kcal per mole
HOMO	-9.52	eV

Löwdin population analysis, charges in e, atoms 1 to 8: atom 1 (C): -0.064, atom 2 (C): -0.385, atom 3 (C): 0.195, atom 4 (C): -0.239, atom 5 (N): -0.109, atom 6 (C): -0.137, atom 7 (C): -0.141, atom 8 (H): 0.082